C38H86N3O7V | ωB97M-V/def2-TZVPD

XYZ file:
```
135
Properties=species:S:1:pos:R:3:forces:R:3:lowdin_charge:R:1
V 1.3205 3.7161 -2.7847 -0.9 -3.1 1.4 1.228
C 0.0205 -0.4610 -1.7508 0.7 1.2 1.1 -0.063
C -0.0292 0.9336 -2.3729 0.6 -0.6 -1.3 -0.416
O 0.7445 1.9047 -1.7291 0.9 2.5 -0.5 -0.348
H -0.3299 -1.2392 -2.4288 -0.3 0.1 0.3 0.087
H -0.3441 -0.4797 -0.7238 -0.4 -0.4 -0.1 0.053
H 1.1052 -0.5319 -1.6700 0.2 -0.7 0.2 0.072
H -0.9953 1.3443 -2.6664 -0.4 -0.2 0.2 0.099
H 0.4913 0.5984 -3.2700 -0.2 0.8 -1.1 0.074
C 2.2834 2.9014 -6.9567 -1.1 0.4 -1.1 -0.041
C 1.0668 2.7999 -5.9504 2.8 -1.6 -3.5 -0.433
C 0.2076 1.5546 -6.1859 -0.8 1.6 -1.1 -0.025
O 1.7398 2.6511 -4.7383 -0.4 1.8 4.2 -0.154
H 1.8807 3.4724 -7.7933 0.3 0.1 -0.3 0.082
H 2.6876 2.0047 -7.4265 -0.1 -0.4 0.5 0.088
H 3.0873 3.5020 -6.5312 -0.1 -0.1 0.1 0.083
H 0.7139 3.8076 -6.1701 -1.1 -0.2 1.4 0.145
H 0.8038 0.6597 -6.0075 -0.4 0.0 0.3 0.096
H -0.1288 1.5404 -7.2226 0.5 -0.1 -0.4 0.091
H -0.7764 1.6493 -5.7267 0.3 -0.5 0.9 0.086
H 2.3297 1.8943 -4.7096 0.0 -0.3 -0.3 0.129
C 0.0600 5.9518 0.8084 1.2 0.5 -0.6 0.015
C 1.1575 5.9277 -0.3258 -1.2 4.1 2.1 -0.496
C 2.5682 6.1691 0.1102 0.9 1.3 -0.4 -0.024
O 1.2573 4.7247 -0.9231 -1.2 -3.4 -2.3 -0.164
H 0.0216 6.9724 1.1893 -0.1 0.1 -0.2 0.090
H 0.3913 5.3730 1.6706 -0.1 -0.4 -0.1 0.064
H -0.9391 5.6689 0.4769 0.2 -0.2 -0.1 0.082
H 0.8996 6.6822 -1.0691 -0.2 0.1 -0.1 0.145
H 2.9753 5.4020 0.7688 -0.2 0.1 0.2 0.086
H 2.8037 7.1836 0.4319 -0.2 -0.1 0.5 0.098
H 3.0678 6.0941 -0.8557 0.7 -0.1 0.1 0.083
H 1.2339 4.2120 -0.1118 0.3 -2.2 0.3 0.065
C 0.3980 -4.0824 -4.8233 -1.4 -0.3 1.3 -0.083
C 1.3711 -5.0776 -4.2129 0.0 1.7 -1.1 -0.465
C 1.2090 -6.4003 -4.8857 0.7 -0.9 -0.7 -0.066
O 2.6255 -4.3546 -4.4121 0.4 -1.5 1.0 -0.070
H 0.6512 -3.1322 -4.3531 0.1 0.4 -0.8 0.070
H -0.6243 -4.2518 -4.4853 -0.2 -0.3 -0.1 0.077
H 0.3678 -4.1575 -5.9103 0.4 0.5 0.0 0.087
H 1.1471 -5.1826 -3.1513 0.6 0.2 0.2 0.121
H 0.1615 -6.6915 -4.8080 0.1 -0.2 0.1 0.089
H 1.8614 -7.2127 -4.5654 -0.1 0.1 0.7 0.082
H 1.4710 -6.3585 -5.9430 -0.3 0.4 -0.3 0.082
H 2.6090 -3.9495 -5.2823 -0.1 -0.2 -0.1 0.071
C 0.2438 2.5729 3.4483 -1.0 0.2 -0.7 -0.043
C 1.7372 2.3757 3.2694 0.0 -1.0 1.2 -0.474
C 2.0212 1.2294 4.2582 1.4 -2.3 0.2 -0.137
C 3.4318 0.5802 4.1551 -0.5 1.0 -0.2 -0.177
C 3.7412 0.1955 2.7127 -0.2 0.1 1.5 -0.140
C 3.3574 1.2653 1.6120 1.2 -4.2 1.2 -0.475
N 2.0647 1.9038 1.8886 0.3 -1.9 2.3 -0.058
O 1.7492 2.8061 0.8844 0.0 0.6 -0.6 -0.043
C 4.5202 2.1675 1.5794 0.9 2.3 -0.6 -0.061
C 3.4264 0.3897 0.3105 -1.0 0.7 -0.3 -0.020
C 2.4368 3.6352 3.7527 0.1 1.6 -0.2 -0.019
H -0.3158 1.6955 3.1241 0.0 0.1 -0.4 0.083
H -0.1022 3.4736 2.9413 -0.2 -0.1 -0.4 0.065
H -0.0801 2.7175 4.4789 0.6 0.0 0.3 0.097
H 1.8082 1.3762 5.3170 0.1 1.3 0.0 0.123
H 1.3555 0.3739 4.1439 -0.4 0.0 -1.0 0.107
H 3.4907 -0.3583 4.7063 -0.2 0.2 0.4 0.111
H 4.2202 1.2202 4.5512 -0.1 0.3 0.1 0.103
H 3.3713 -0.8297 2.7034 -0.7 0.1 -1.3 0.105
H 4.8172 0.0277 2.7610 0.2 0.2 -0.8 0.118
H 5.4806 1.7980 1.2198 -0.3 -0.7 -0.1 0.097
H 4.2112 2.9147 0.8485 0.4 0.8 0.1 0.080
H 4.7737 2.6265 2.5350 -0.4 0.2 0.0 0.087
H 3.1489 1.0241 -0.5313 0.3 0.0 -0.4 0.061
H 4.4083 -0.0530 0.1429 0.2 0.5 0.2 0.092
H 2.7737 -0.4804 0.2403 -0.5 0.2 0.6 0.064
H 2.8425 3.6310 4.7644 0.2 -0.6 -0.1 0.094
H 1.7046 4.4405 3.8117 -0.2 0.2 -0.1 0.070
H 3.2028 4.0308 3.0858 0.1 -0.3 0.0 0.067
H 1.4332 2.1354 0.2746 -0.8 0.4 -1.2 0.071
C 0.9047 -4.8956 4.0084 0.3 -0.9 -0.8 -0.027
C -0.2949 -4.3251 3.2618 -1.7 1.6 0.3 -0.452
C -0.0527 -2.8370 2.8805 2.5 0.1 -0.5 -0.105
C 0.8465 -2.6785 1.6258 -0.8 -0.6 -0.1 -0.202
C 0.1634 -3.3574 0.4716 0.3 0.2 0.2 -0.144
C -0.1551 -4.8901 0.7546 0.9 -0.6 -0.5 -0.412
N -0.7855 -5.1054 2.0883 1.5 5.5 -3.0 -0.176
O -0.8928 -6.4086 2.2520 -0.7 -3.2 1.4 0.004
C -1.0493 -5.3064 -0.4139 -1.6 0.6 -0.8 -0.052
C 1.1659 -5.7501 0.6390 1.2 1.6 0.1 -0.017
C -1.5817 -4.3848 4.1469 0.5 -0.6 1.3 -0.014
H 1.4404 -4.3886 4.8110 -1.3 0.5 0.6 0.088
H 1.7885 -4.9922 3.3777 -0.3 -0.7 -0.7 0.071
H 0.4729 -5.8497 4.3106 1.1 -0.4 0.4 0.085
H -0.8991 -2.1511 2.8441 -0.3 -0.5 -0.3 0.096
H 0.6585 -2.3945 3.5780 -0.6 -0.2 1.1 0.103
H 1.8447 -3.1134 1.6762 0.1 -0.1 0.8 0.103
H 1.0194 -1.6289 1.3883 -0.1 0.2 0.1 0.090
H 0.8061 -3.1275 -0.3782 0.1 -1.1 -0.5 0.113
H -0.6726 -2.6941 0.2496 -0.9 -0.8 0.1 0.086
H -1.9449 -4.6891 -0.4844 -0.1 0.6 0.5 0.074
H -0.5728 -5.0700 -1.3653 0.5 -0.1 0.1 0.060
H -1.5325 -6.2708 -0.5703 0.9 -0.7 0.8 0.084
H 1.4706 -5.8291 -0.4046 -0.1 -0.2 -0.1 0.070
H 1.9511 -5.1536 1.1036 0.3 0.4 -0.1 0.052
H 1.3986 -6.6848 1.1491 -1.4 -0.3 -0.1 0.084
H -2.2803 -5.1635 3.8407 -0.1 0.3 -0.5 0.068
H -2.1274 -3.4497 4.2733 0.2 0.0 -0.2 0.078
H -1.3437 -4.7724 5.1375 0.2 0.4 0.4 0.077
H -1.8106 -6.4367 2.5322 -0.3 -1.1 0.0 0.107
C -3.5604 3.2590 -1.2721 0.0 0.3 -0.5 -0.061
C -4.2456 2.4969 -0.1093 1.0 0.5 -0.3 -0.413
C -5.5044 1.9113 -0.7197 -0.8 -0.7 -0.1 -0.155
C -6.0562 0.6457 -0.0433 -0.7 0.9 -0.2 -0.200
C -5.0770 -0.4379 0.2977 0.6 1.9 0.3 -0.114
C -3.7670 0.2184 0.9566 -1.0 -1.8 0.3 -0.483
N -3.2769 1.3283 0.1138 -6.0 -0.3 0.1 -0.139
O -2.0271 1.7495 0.3485 2.3 0.3 0.2 -0.005
C -4.0530 0.5313 2.4363 0.4 1.5 -0.6 -0.013
C -2.7895 -0.8861 0.9422 2.5 -1.6 -1.1 -0.089
C -4.5778 3.5109 1.1232 1.3 -1.0 -1.8 0.001
H -3.1971 2.5651 -2.0301 0.1 -0.5 0.2 0.069
H -2.6996 3.8872 -1.0431 -0.1 0.1 0.5 0.064
H -4.2561 3.8517 -1.8663 -0.3 0.3 0.5 0.084
H -6.3288 2.6239 -0.6942 0.1 0.4 0.1 0.120
H -5.3842 1.7314 -1.7880 0.5 -0.2 -0.1 0.112
H -6.7843 0.2004 -0.7213 -0.3 0.2 0.1 0.113
H -6.6030 0.9801 0.8383 -0.1 -0.1 0.2 0.108
H -4.9062 -0.9541 -0.6470 0.7 -0.3 0.3 0.120
H -5.6085 -1.0626 1.0156 0.6 -0.4 0.0 0.122
H -4.7516 1.3658 2.3759 -0.5 -0.3 0.9 0.060
H -4.3294 -0.2987 3.0865 -0.5 -0.1 -0.5 0.093
H -3.1545 0.9391 2.8995 0.2 0.1 -0.1 0.078
H -1.7836 -0.7047 1.3208 -0.1 0.6 0.9 0.066
H -3.1074 -1.8377 1.3683 -0.4 0.3 0.3 0.100
H -2.4641 -1.1691 -0.0588 -0.6 0.0 -0.7 0.072
H -5.6004 3.3885 1.4801 0.4 -0.3 0.5 0.075
H -4.4725 4.5440 0.7919 -0.2 0.0 -0.3 0.065
H -3.7400 3.3736 1.8068 -0.5 -0.1 0.7 0.069
H -1.7279 1.4285 -0.5053 1.7 0.5 0.2 0.071
```
Positions in Å, forces in eV/Å.

Charge: +1
E_tot (eV): -85274.4013
Multiplicity: 4
Expectation value of S²: 3.76